Entry from OMol25: a gas-phase ion, CH2NO4 (charge -1) in a non-equilibrium geometry (ωB97M-V/def2-TZVPD).

```
! RIJCOSX wB97M-V def2-TZVPD def2/J DEFGRID3
* xyz -1 1
C -0.212 -1.047 1.007
N 0.291 1.330 -0.355
O -0.138 0.711 0.867
O -0.742 -1.189 2.057
O 0.085 -1.501 -0.055
O -0.332 0.847 -1.566
H 1.209 0.994 -0.466
H -0.161 -0.145 -1.489
*
```

Calculated values
Frontier orbital gap (hartree): 0.2997
E_HOMO (eV): -3.878
Energy above the lowest of the compared OMol25 structures with the same formula, charge and spin (eV): 0.188
SMILES: O=C([O-])ONO

Charges obtained by natural (NBO) population analysis, quoted in units of e: C 1.01; N -0.09; O -0.63; O -0.66; O -0.74; O -0.65; H 0.28; H 0.47